(1)
Below is an isolated molecule of C22H31N3O2, with properties calculated with wB97M-V/def2-TZVPD.

The geometry in ORCA input format:
```
! wB97M-V def2-TZVPD RIJCOSX def2/J DEFGRID3
* xyz 0 1
C -4.554 -2.291 -2.191
C -3.289 -1.523 -2.067
C -1.995 -1.955 -2.042
C -1.155 -0.807 -1.920
C 0.336 -0.779 -1.857
O 1.005 -0.214 -2.711
N 0.930 -1.484 -0.839
C 2.372 -1.528 -0.767
C 2.986 -0.854 0.479
N 2.175 0.176 1.098
C 1.943 1.366 0.440
O 0.864 1.935 0.491
C 3.071 2.029 -0.252
C 4.399 1.935 -0.142
C 4.673 2.972 -1.201
C 3.126 3.114 -1.305
C 1.156 -0.314 2.035
C 0.826 0.699 3.123
C -0.148 0.126 4.144
C -1.401 -0.419 3.475
C -1.041 -1.454 2.421
C -0.096 -0.890 1.370
C 0.207 -1.957 0.329
C -1.971 0.293 -1.885
C -1.645 1.735 -1.783
N -3.264 -0.152 -1.966
C -4.425 0.710 -1.942
H -4.328 -3.345 -2.339
H -5.175 -2.210 -1.294
H -5.155 -1.960 -3.042
H -1.671 -2.981 -2.121
H 2.669 -2.587 -0.731
H 2.787 -1.117 -1.678
H 3.256 -1.584 1.241
H 3.927 -0.417 0.154
H 5.063 1.353 0.485
H 5.206 3.869 -0.882
H 5.150 2.589 -2.104
H 2.683 2.871 -2.272
H 2.735 4.080 -0.987
H 1.648 -1.151 2.555
H 1.754 1.001 3.618
H 0.397 1.598 2.682
H 0.336 -0.676 4.715
H -0.412 0.903 4.865
H -2.069 -0.856 4.221
H -1.950 0.404 3.002
H -0.577 -2.324 2.907
H -1.944 -1.828 1.927
H -0.598 -0.065 0.854
H -0.746 -2.374 0.002
H 0.757 -2.804 0.755
H -0.583 1.884 -1.943
H -2.184 2.320 -2.533
H -1.880 2.142 -0.796
H -4.273 1.515 -1.227
H -4.613 1.143 -2.927
H -5.297 0.137 -1.641
*
```

Its HOMO energy is -7.75 eV. The energy above the lowest of the compared OMol25 structures with the same formula, charge and spin comes out at 44.16 kcal per mole. The calculation puts the largest force on an atom at 0.9 eV Å⁻¹. For the total energy, the calculation gives -31882.4410 eV. As for the SMILES: Cc1cc(C(=O)N2CCN(C(=O)C3=CCC3)[C@H]3CCCC[C@@H]3C2)c(C)n1C.



(2)
Below is an isolated molecule of C4H10N2OS at a distorted geometry, with properties calculated with wB97M-V/def2-TZVPD.

The geometry in ORCA input format:
```
! wB97M-V def2-TZVPD RIJCOSX def2/J DEFGRID3
* xyz 0 1
N 2.501 -2.645 0.409
C 1.400 -1.871 0.947
N 0.660 -1.263 -0.146
C 0.294 0.131 -0.044
C 0.428 0.767 -1.429
O 0.053 1.874 -1.695
C -1.178 0.169 0.433
S -2.120 1.691 0.619
H 2.151 -3.494 -0.022
H 3.140 -2.928 1.140
H 1.842 -1.108 1.584
H 0.724 -2.492 1.545
H 0.986 -1.579 -1.045
H 0.923 0.701 0.649
H 0.902 0.099 -2.176
H -1.191 -0.451 1.334
H -1.704 -0.540 -0.205
H -1.231 2.477 0.013
*
```

Its HOMO energy is -8.77 eV. The energy above the lowest of the compared OMol25 structures with the same formula, charge and spin comes out at 46.15 kcal per mole. The calculation puts the largest force on an atom at 1.4 eV Å⁻¹. For the total energy, the calculation gives -20171.9216 eV. As for the SMILES: NCN[C@@H](C=O)CS.